The following is a DFT calculation (wB97M-V/def2-TZVPD) of a cluster of 9 separate species, C46H86Cl2FN10O11PS2 in total in a non-equilibrium geometry.

Last columns: bonded neighbours and bond lengths (Å).
CARTESIAN COORDINATES (ANGSTROEM)
1 Cl 0.2321 -3.2069 1.1905  C38 1.891
2 Cl 0.5677 2.7721 3.0241  P5 2.125
3 S 1.3112 -1.3995 -4.9715  C45 1.896, C60 1.874
4 S 0.5524 1.0329 -3.2277  C60 1.730
5 P 1.8515 1.9612 1.5370  Cl2 2.125, O11 1.754, C70 1.949
6 F 2.7343 -0.7893 -0.6250  C68 1.478
7 O 8.6352 -2.7761 7.3302  C49 1.227
8 O -1.7337 -2.1562 -0.5246  C38 1.470, C48 1.470
9 O 0.6893 -0.6464 1.8143  C70 1.466, C72 1.463
10 O -2.3318 -2.1598 -6.6791  C28 1.227
11 O 3.4792 2.5764 1.7597  P5 1.754, H142 1.002
12 O 11.9321 -4.9590 -4.1918  C35 1.227
13 O -11.2085 8.7639 2.3729  C46 1.227
14 O -7.4284 2.5494 5.0252  C69 1.227
15 O -9.3975 3.2719 1.2417  C62 1.227
16 O 6.8550 -1.8624 -1.1720  C31 1.227
17 O 3.0251 -3.4666 4.4959  C54 1.227
18 N -5.5491 1.3526 4.7339  C66 1.445, C69 1.365, H132 1.013
19 N 8.7342 -3.0592 -1.4633  C31 1.365, C67 1.445, H78 1.013
20 N 6.6809 -2.8406 6.2234  C49 1.365, C65 1.445, H116 1.013
21 N 2.0211 -4.3139 6.3187  C54 1.365, C57 1.445, H141 1.013
22 N -1.9082 0.0469 -6.6831  C28 1.365, C43 1.445, H88 1.013
23 N 12.5183 -2.9631 -5.0411  C29 1.445, C35 1.365, H104 1.013
24 N 3.2145 0.6518 -3.8446  C41 1.518, C60 1.512, C61 1.515
25 N 5.0897 2.2776 -4.1136  C41 1.536, C52 1.512
26 N -10.6717 10.7131 3.3532  C30 1.445, C46 1.365, H113 1.013
27 N -8.6948 5.4061 1.2247  C51 1.445, C62 1.365, H98 1.013
28 C -2.4213 -1.0807 -7.2570  O10 1.227, N22 1.365, C39 1.507
29 C 13.4055 -1.8609 -5.3324  N23 1.445, H75 1.090, H77 1.093, H121 1.093
30 C -10.3996 11.6059 4.4557  N26 1.445, H76 1.093, H81 1.090, H108 1.093
31 C 7.5374 -2.5724 -1.9045  O16 1.227, N19 1.365, C37 1.507
32 C -3.9691 -0.0016 -1.4700  C50 1.644, C58 1.644, H103 1.192
33 C -11.1101 4.9477 1.1585  C62 1.507, H89 1.093, H120 1.093, H122 1.093
34 C -0.3138 -3.6299 -3.9068  C45 1.647, C64 1.666, H85 1.185, H110 1.191
35 C 12.8028 -4.1099 -4.3571  O12 1.227, N23 1.365, C53 1.507
36 C -3.3743 -2.6792 -2.5019  C48 1.672, C50 1.639, H92 1.186, H145 1.193
37 C 7.1032 -2.9385 -3.3000  C31 1.507, H114 1.093, H119 1.093, H153 1.093
38 C -0.3572 -1.9221 -0.0661  Cl1 1.891, O8 1.470, C72 1.673, H84 1.193
39 C -3.0870 -0.9424 -8.6014  C28 1.507, H80 1.093, H105 1.093, H156 1.093
40 C -6.7119 0.6719 -1.0901  C44 1.650, C58 1.649, C71 1.640
41 C 3.6239 1.9773 -4.4609  N24 1.518, N25 1.536, H111 1.190
42 C -11.1157 8.7515 4.7686  C46 1.507, H124 1.093, H146 1.093, H154 1.093
43 C -1.9190 1.3927 -7.2079  N22 1.445, H125 1.093, H127 1.093, H158 1.090
44 C -7.8557 1.7448 -0.5784  C40 1.650, H102 1.171, H106 1.191, H139 1.194
45 C 1.1696 -2.9168 -3.8435  S3 1.896, C34 1.647, H86 1.190, H91 1.172
46 C -11.0070 9.3908 3.4086  O13 1.227, N26 1.365, C42 1.507
47 C 4.0779 -3.2309 0.4482  C56 1.638, H100 1.170, H128 1.193, H144 1.191
48 C -1.8067 -2.4730 -1.9585  O8 1.470, C36 1.672, C64 1.648, H90 1.192
49 C 7.7833 -2.1774 6.6805  O7 1.227, N20 1.365, C59 1.507
50 C -4.3951 -1.4931 -2.0145  C32 1.644, C36 1.639, C63 1.673
51 C -8.8376 6.8432 1.1944  N27 1.445, H74 1.093, H96 1.090, H115 1.093
52 C 5.6873 1.1707 -3.2741  N25 1.512, C61 1.639, H123 1.170
53 C 14.2027 -4.2810 -3.8269  C35 1.507, H107 1.093, H133 1.093, H148 1.093
54 C 1.9931 -3.6226 5.1417  O17 1.227, N21 1.365, C55 1.507
55 C 0.6675 -3.0729 4.6829  C54 1.507, H131 1.093, H137 1.093, H152 1.093
56 C 3.6415 -2.0552 1.5016  C47 1.638, C68 1.651, H83 1.194, H126 1.174
57 C 0.9181 -4.5964 7.2077  N21 1.445, H118 1.093, H149 1.090, H151 1.093
58 C -5.1167 1.0821 -1.0093  C32 1.644, C40 1.649, H143 1.182
59 C 7.9029 -0.7106 6.3579  C49 1.507, H82 1.093, H99 1.093, H135 1.093
60 C 1.8062 0.1239 -3.9993  S3 1.874, S4 1.730, N24 1.512
61 C 4.4415 0.1138 -3.1381  N24 1.515, C52 1.639, H117 1.190
62 C -9.6838 4.4650 1.2112  O15 1.227, N27 1.365, C33 1.507
63 C -6.0261 -1.8479 -2.1234  C50 1.673, C71 1.653, H129 1.193
64 C -1.0036 -3.8408 -2.4053  C34 1.666, C48 1.648, H93 1.188, H134 1.170
65 C 5.5831 -2.3083 5.4499  N20 1.445, H79 1.093, H101 1.093, H155 1.090
66 C -4.6176 0.5096 4.0210  N18 1.445, H136 1.090, H138 1.093, H140 1.093
67 C 9.6658 -3.9022 -2.1763  N19 1.445, H94 1.093, H147 1.093, H159 1.090
68 C 3.1153 -0.6581 0.7966  F6 1.478, C56 1.651, C70 1.641, H150 1.194
69 C -6.7460 1.8394 4.2927  O14 1.227, N18 1.365, C73 1.507
70 C 1.9887 0.0310 1.7715  P5 1.949, O9 1.466, C68 1.641, H157 1.196
71 C -7.2046 -0.7818 -1.6676  C40 1.640, C63 1.653, H95 1.177
72 C -0.1351 -0.4157 0.6273  O9 1.463, C38 1.673, H97 1.192, H130 1.169
73 C -7.1801 1.4733 2.8972  C69 1.507, H87 1.093, H109 1.093, H112 1.093
74 H -8.3124 7.2173 0.3115  C51 1.093
75 H 14.4083 -2.0168 -4.9353  C29 1.090
76 H -9.3844 11.9935 4.3353  C30 1.093
77 H 12.9771 -0.9560 -4.8934  C29 1.093
78 H 8.9633 -2.7745 -0.5187  N19 1.013
79 H 4.6618 -2.4641 6.0174  C65 1.093
80 H -3.9418 -0.2659 -8.5247  C39 1.093
81 H -10.4868 11.1122 5.4233  C30 1.090
82 H 7.0610 -0.1652 6.7913  C59 1.093
83 H 4.6181 -1.7792 2.1315  C56 1.194
84 H 0.4568 -1.9771 -0.9361  C38 1.193
85 H -0.1501 -4.7174 -4.3487  C34 1.185
86 H 1.9528 -3.7073 -4.2643  C45 1.190
87 H -6.4531 1.8469 2.1720  C73 1.093
88 H -1.4762 -0.1185 -5.7821  N22 1.013
89 H -11.7863 4.0892 1.1531  C33 1.093
90 H -1.3941 -1.5301 -2.5600  C48 1.192
91 H 1.5238 -2.6279 -2.7647  C45 1.172
92 H -3.3859 -2.8815 -3.6699  C36 1.186
93 H -1.8301 -4.6858 -2.5206  C64 1.188
94 H 10.6214 -3.3747 -2.2380  C67 1.093
95 H -8.3537 -1.0312 -1.7180  C71 1.177
96 H -9.8803 7.1579 1.1565  C51 1.090
97 H -1.2057 -0.0164 0.9670  C72 1.192
98 H -7.7623 5.0124 1.2607  N27 1.013
99 H 8.8285 -0.3169 6.7852  C59 1.093
100 H 3.4120 -3.2937 -0.5113  C47 1.170
101 H 5.5281 -2.8660 4.5112  C65 1.093
102 H -8.6029 2.0682 -1.4194  C44 1.171
103 H -2.8001 0.2292 -1.4407  C32 1.192
104 H 11.5611 -2.9142 -5.3684  N23 1.013
105 H -2.3683 -0.5693 -9.3351  C39 1.093
106 H -8.4962 1.1821 0.2526  C44 1.191
107 H 14.9163 -4.2763 -4.6543  C53 1.093
108 H -11.1112 12.4343 4.4045  C30 1.093
109 H -8.1494 1.9311 2.6843  C73 1.093
110 H -1.0860 -3.0115 -4.5692  C34 1.191
111 H 2.8869 2.6438 -5.1160  C41 1.190
112 H -7.2824 0.3887 2.8126  C73 1.093
113 H -10.6165 11.0772 2.4097  N26 1.013
114 H 6.1340 -2.4808 -3.5129  C37 1.093
115 H -8.3674 7.2496 2.0939  C51 1.093
116 H 6.6651 -3.8212 6.4759  N20 1.013
117 H 4.4582 -0.9118 -2.5356  C61 1.190
118 H 0.8288 -5.6819 7.3026  C57 1.093
119 H 7.8303 -2.5649 -4.0252  C37 1.093
120 H -11.2735 5.5240 0.2446  C33 1.093
121 H 13.4581 -1.7461 -6.4183  C29 1.093
122 H -11.3289 5.5565 2.0392  C33 1.093
123 H 6.7424 1.0191 -2.7917  C52 1.170
124 H -11.3888 7.6993 4.6568  C42 1.093
125 H -2.4456 2.0309 -6.4933  C43 1.093
126 H 2.8382 -2.4457 2.2631  C56 1.174
127 H -0.8829 1.7295 -7.2982  C43 1.093
128 H 3.9253 -4.2678 1.0189  C47 1.193
129 H -6.4170 -2.8999 -2.5287  C63 1.193
130 H 0.3480 0.2386 -0.2125  C72 1.169
131 H 0.2837 -2.3645 5.4210  C55 1.093
132 H -5.3201 1.6373 5.6785  N18 1.013
133 H 14.4320 -3.4807 -3.1190  C53 1.093
134 H -0.2294 -4.2324 -1.6201  C64 1.170
135 H 7.9333 -0.5698 5.2747  C59 1.093
136 H -4.9618 0.2642 3.0165  C66 1.090
137 H -0.0416 -3.8907 4.5324  C55 1.093
138 H -3.6620 1.0371 3.9592  C66 1.093
139 H -7.3324 2.6801 -0.0521  C44 1.194
140 H -4.4857 -0.4111 4.5954  C66 1.093
141 H 2.9423 -4.6543 6.5661  N21 1.013
142 H 4.0425 2.4485 0.9408  O11 1.002
143 H -4.8006 2.1428 -0.5941  C58 1.182
144 H 5.2401 -3.1979 0.1900  C47 1.191
145 H -3.7661 -3.6947 -2.0128  C36 1.193
146 H -10.1534 8.8076 5.2832  C42 1.093
147 H 9.7977 -4.8230 -1.6018  C67 1.093
148 H 14.2815 -5.2384 -3.3059  C53 1.093
149 H -0.0243 -4.1853 6.8465  C57 1.090
150 H 4.0556 0.0778 0.8176  C68 1.194
151 H 1.1519 -4.1661 8.1851  C57 1.093
152 H 0.7986 -2.5480 3.7334  C55 1.093
153 H 7.0010 -4.0231 -3.3846  C37 1.093
154 H -11.8920 9.2514 5.3529  C42 1.093
155 H 5.7011 -1.2465 5.2345  C65 1.090
156 H -3.4464 -1.9196 -8.9334  C39 1.093
157 H 2.4327 -0.0735 2.8768  C70 1.196
158 H -2.4073 1.4571 -8.1801  C43 1.090
159 H 9.3216 -4.1476 -3.1807  C67 1.090

Its HOMO energy is -7.82 eV. The calculation puts the LUMO energy at -1.68 eV. Its largest force on an atom is 8.0 eV/A. Its spin multiplicity is 1. Its total energy is -5336.94236 Ha. The SMILES is CC[C@@H](F)[C@H](OC[C@@H](Cl)O[C@@H](CCCSC(=S)n1ccnc1)Cc1ccc(C)cc1)P(O)Cl.CNC(C)=O.CNC(C)=O.CNC(C)=O.CNC(C)=O.CNC(C)=O.CNC(C)=O.CNC(C)=O.CNC(C)=O.